42
Properties=species:S:1:pos:R:3:mulliken_charge:R:1 method="wB97M-V/def2-TZVPD" total_energy_ev=-31799.98901 lumo_ev=0.59 homo_ev=-8.299
C 0.60862 4.75433 -3.46576 -0.61
O 0.02820 4.83016 -2.16081 -0.36
C 1.05000 4.65276 -1.16468 -0.44
C 1.52138 3.14641 -1.04288 -0.36
C 0.96570 2.45942 0.28735 -0.88
C -0.10049 1.32652 -0.06110 -0.55
P 0.93465 -0.20683 -0.49516 -0.11
C -0.13387 -1.58414 -1.20335 -0.52
C 0.76534 -2.68320 -1.89545 0.60
C 2.31857 -2.61092 -2.06293 -0.97
N 0.17234 -3.72369 -2.37572 -0.72
H 1.43755 5.49901 -3.60148 0.28
H -0.19418 4.92775 -4.22989 0.24
H 1.01021 3.72528 -3.66806 0.23
H 0.66489 5.07133 -0.20168 0.32
H 1.94469 5.27299 -1.47134 0.27
H 1.24052 2.52106 -1.92692 0.18
H 2.64792 3.15698 -1.02522 0.33
H 0.58341 3.19572 1.02985 0.43
H 1.84969 1.90351 0.71458 0.38
H -0.77761 1.08860 0.82450 0.24
H -0.70984 1.62291 -0.95586 0.41
H 1.74221 0.23161 -1.60835 -0.13
H -0.86049 -1.22910 -1.99002 0.40
H -0.74707 -2.10801 -0.42335 0.20
H 2.77906 -3.24883 -1.27240 0.23
H 2.53786 -3.07876 -3.06261 0.33
H 2.72706 -1.57777 -2.10902 0.36
H -0.84056 -3.64475 -2.21012 0.26
C -1.30972 -4.10060 2.88049 -1.44
C -1.64859 -2.83988 3.64764 0.51
C -3.06423 -2.37474 3.47435 -0.53
O -2.95241 -0.97630 3.73479 -0.32
C -1.69556 -0.61766 3.35739 0.66
O -1.32611 0.50903 3.22556 -0.54
O -0.91821 -1.71408 3.14422 -0.33
H -0.23749 -4.16107 2.68875 0.36
H -1.62025 -4.98576 3.43732 0.40
H -1.80896 -4.12087 1.90883 0.32
H -1.38530 -2.95979 4.70368 0.29
H -3.75752 -2.84756 4.17017 0.31
H -3.44141 -2.50108 2.45469 0.31


45
Properties=species:S:1:pos:R:3:mulliken_charge:R:1 method="wB97M-V/def2-TZVPD" total_energy_ev=-48271.41231 lumo_ev=-2.69 homo_ev=-13.164 total_charge=+1
C 3.29009 -1.62279 -2.57718 -1.06
C 2.43952 -0.95781 -1.83206 -0.02
N 1.30124 -0.24314 -2.39794 0.19
C -0.02863 -0.57642 -1.78125 -0.50
C -0.64054 -1.71908 -2.58761 0.38
O -0.87593 -1.57391 -3.74710 -0.49
O -0.92287 -2.85388 -1.91293 -0.47
H 4.25071 -1.89655 -2.16620 0.30
H 3.07333 -1.92801 -3.59488 0.27
H 2.51010 -0.90418 -0.75828 0.52
H 1.24619 -0.41156 -3.40872 0.45
H 1.50249 0.75681 -2.24908 0.36
H -0.66848 0.29635 -1.84284 0.44
H 0.13922 -0.84563 -0.74433 0.32
H -0.14842 -3.20923 -1.45836 0.36
C -4.79233 -1.72124 -0.11713 -0.45
C -4.31214 -2.61921 1.03113 -0.69
C -2.94938 -2.08472 1.48839 -0.48
S -2.96900 -0.31999 1.13415 0.99
O -1.95657 -0.03326 0.12884 -0.55
O -2.96144 0.44674 2.34816 -0.70
C -4.57609 -0.28638 0.35301 -0.76
H -5.83703 -1.90010 -0.36336 0.36
H -4.20046 -1.91364 -1.01498 0.22
H -5.02260 -2.57161 1.85754 0.30
H -4.23557 -3.66039 0.72375 0.34
H -2.76895 -2.20546 2.55372 0.40
H -2.12902 -2.51994 0.92033 0.23
H -4.56177 0.45507 -0.44232 0.40
H -5.29239 0.00371 1.12145 0.37
C 3.17298 3.78612 1.74324 -0.55
C 2.00704 3.00863 2.36981 -0.75
C 1.60600 1.90877 1.37754 -0.57
S 3.10429 1.51510 0.45883 1.41
O 2.87849 1.83720 -0.94252 -0.76
O 3.55383 0.18170 0.78796 -0.73
C 4.15242 2.73609 1.22488 -0.89
H 3.65418 4.44492 2.46304 0.37
H 2.81500 4.40028 0.91471 0.29
H 2.32933 2.55572 3.30845 0.33
H 1.16036 3.65486 2.59125 0.35
H 1.25707 1.00057 1.86362 0.37
H 0.86517 2.25469 0.65846 0.35
H 4.85942 3.10352 0.48407 0.42
H 4.68113 2.23126 2.03273 0.38